Record 1
The following is a DFT calculation (ωB97M-V with the def2-TZVPD basis set) of C28H30BrN6OTi as an isolated structure.

Last column: Mulliken charge in e.
Geometry (Å):
1 H -5.548 2.847 -2.619  0.288
2 C -4.085 1.749 -2.063  1.074
3 H -3.849 1.311 1.299  0.459
4 C -4.394 1.933 -0.695  -0.879
5 H 4.813 -4.557 -0.862  0.320
6 H -1.442 2.878 -1.216  0.134
7 Br -1.854 -2.648 -2.321  -0.454
8 N -0.211 -2.628 0.459  0.868
9 H 2.953 3.592 3.880  0.335
10 H -0.287 2.000 -3.090  0.146
11 C 1.492 -4.243 -0.038  -0.886
12 H 0.799 -1.809 2.840  0.292
13 C 1.017 3.613 2.937  -0.353
14 N 0.545 -1.004 -1.359  0.530
15 C 2.457 1.647 3.247  -0.830
16 H -0.644 3.895 -0.036  0.488
17 H 1.507 3.624 -1.249  0.320
18 C -0.216 -1.394 2.834  -0.876
19 N -2.619 0.525 -0.179  0.767
20 C 1.443 -1.895 -1.008  1.324
21 C -2.297 0.345 -1.439  0.201
22 C 2.769 -4.688 -0.316  -0.305
23 H 3.386 1.300 3.692  0.315
24 H -1.545 -4.096 1.187  0.179
25 C 0.915 -2.944 -0.115  0.208
26 C 0.162 1.922 1.258  0.549
27 H 3.075 -0.872 -1.847  0.218
28 N -0.379 -0.357 1.791  0.341
29 H 1.392 -0.872 -3.246  0.730
30 C 0.820 -0.232 -2.574  -2.046
31 C 0.554 3.410 -1.745  -1.232
32 C -1.176 -2.554 2.694  -1.133
33 N -4.038 -2.353 0.736  -0.855
34 H -2.193 -2.197 2.566  0.342
35 C 1.633 0.602 2.764  -0.517
36 H 1.149 2.758 -3.720  0.496
37 H 0.226 4.342 -2.216  0.484
38 H -5.225 2.556 -0.388  0.332
39 H -1.156 -3.144 3.615  0.566
40 C -3.042 0.945 -2.450  -0.799
41 C 1.538 1.110 -2.353  -0.497
42 H 2.921 -5.745 -0.112  0.312
43 C -2.990 -1.970 0.427  0.342
44 H 0.801 -5.002 0.300  0.498
45 C 2.810 -1.822 -1.401  -0.685
46 O -4.821 2.369 -3.030  -0.559
47 C 2.227 2.988 3.351  -0.563
48 C 0.485 0.656 1.977  1.093
49 H 4.804 -2.321 -1.621  0.317
50 C 3.876 -4.018 -0.799  -0.544
51 H -0.150 -0.089 -3.047  0.569
52 C -0.736 -3.458 1.545  -1.432
53 C 0.085 3.136 2.082  -1.504
54 H -0.794 3.750 1.924  0.516
55 H -0.350 -0.901 3.802  0.612
56 C 0.719 2.331 -2.810  -0.783
57 C -3.642 1.270 0.237  -0.719
58 C 3.852 -2.706 -1.266  -0.576
59 H 0.075 -4.089 1.912  0.783
60 H 1.968 -0.391 3.029  0.262
61 H 0.810 4.596 3.351  0.362
62 H 1.758 1.198 -1.290  0.394
63 H 2.506 1.108 -2.863  0.639
64 Ti -1.171 -0.942 -0.182  -1.303
65 C -0.495 3.043 -0.700  -0.795
66 N -0.152 1.821 0.028  0.603
67 H -2.836 0.769 -3.498  0.519

The total charge is -1. As for the largest force on an atom: 1.458 eV/A. Its total energy is -4912.29768 Eh.

Record 2
The following is a DFT calculation (ωB97M-V with the def2-TZVPD basis set) of C28H30F6N6O4S3SiTa as an isolated structure.

Last column: Mulliken charge in e.
Geometry (Å):
1 C -2.792 2.911 -2.596  -1.171
2 H -2.680 1.082 -1.524  0.611
3 F -0.185 -4.384 -3.242  -0.195
4 F 0.169 0.381 -5.546  -0.171
5 H -2.541 -4.384 4.030  0.352
6 F 1.256 -4.082 -1.649  -0.140
7 F -1.148 -1.329 -5.755  -0.141
8 C -2.088 4.021 -3.036  -0.462
9 H 3.561 2.231 -2.224  0.866
10 N -0.863 2.103 -1.421  0.466
11 H -1.433 1.995 1.915  0.533
12 C 3.205 0.168 -1.728  0.932
13 H -4.079 -1.887 0.820  0.286
14 S -1.801 0.027 0.466  -0.734
15 C 2.090 3.327 2.423  -1.046
16 H 3.344 3.108 0.030  0.780
17 H 1.774 -2.188 4.067  0.498
18 H -2.773 -1.633 5.547  0.383
19 C 1.020 -1.819 3.386  -1.856
20 Ta 0.328 0.386 -0.521  2.338
21 S -0.913 -2.586 -1.473  1.282
22 C -0.781 -0.340 -4.988  0.490
23 C 2.723 1.541 -2.098  -1.710
24 H -4.399 -0.423 1.786  0.309
25 H 1.198 3.974 -0.492  0.489
26 H -0.163 4.985 -3.001  0.573
27 C -1.332 -1.629 2.726  0.120
28 C 2.849 -1.726 -0.455  -0.544
29 C 2.678 2.263 0.216  -1.146
30 C 4.001 -2.310 -0.933  -0.967
31 F -0.579 -5.161 -1.261  -0.173
32 C -2.148 1.975 -1.818  -0.150
33 C -0.182 3.178 -1.867  0.846
34 C -3.510 -1.354 4.790  -1.120
35 H 3.098 3.715 2.496  0.603
36 S -0.051 -1.067 -3.439  1.291
37 H -0.957 3.392 3.873  0.537
38 C -0.027 -4.199 -1.954  0.564
39 H -0.601 -2.734 4.420  0.457
40 H -3.538 -0.265 4.729  0.335
41 N 0.452 -0.582 1.463  0.267
42 C -4.321 -1.511 1.815  -0.980
43 N 0.501 2.031 1.176  0.811
44 H 2.219 -2.263 0.235  0.550
45 H -4.483 -1.685 5.159  0.378
46 C -0.433 2.368 2.084  -0.317
47 N 1.837 2.026 -1.005  0.065
48 Si -3.160 -2.137 3.136  0.102
49 H -3.827 2.751 -2.864  0.527
50 C -0.326 -2.112 3.575  -0.089
51 C 1.385 -1.053 2.300  -0.439
52 C -3.124 -3.996 3.193  -1.042
53 O 0.172 -1.780 -0.813  -0.581
54 C 1.735 2.544 1.344  0.465
55 C -0.853 -0.844 1.692  0.945
56 H 3.299 1.391 0.414  0.529
57 N -1.270 -1.799 -2.800  -0.614
58 O 1.128 -1.788 -3.766  -0.669
59 H -2.728 -4.428 2.271  0.326
60 H -2.560 4.769 -3.658  0.505
61 O -2.042 -2.933 -0.697  -0.595
62 C 1.131 3.624 3.380  -0.581
63 F -1.807 0.423 -4.664  -0.151
64 H 1.850 3.840 -2.113  0.624
65 C -0.159 3.153 3.185  -1.076
66 C 4.360 -0.361 -2.261  -1.094
67 H 5.672 -2.065 -2.268  0.504
68 C 4.769 -1.626 -1.865  -0.741
69 O 0.258 0.174 -2.597  -0.801
70 H 1.376 4.233 4.240  0.502
71 H 4.279 -3.294 -0.584  0.554
72 H -4.142 -4.373 3.317  0.406
73 N 2.438 -0.498 -0.832  0.861
74 H 4.932 0.217 -2.975  0.594
75 C 1.220 3.338 -1.377  -1.498
76 H -5.318 -1.886 2.061  0.447
77 H 2.417 -0.795 2.099  0.637
78 C -0.757 4.143 -2.672  -1.095
79 H 2.153 1.523 -3.027  0.547

The total charge is +3. As for the largest force on an atom: 0.651 eV/A. Its energy above the lowest of the compared OMol25 structures with the same formula, charge and spin is 11.8 kcal per mole. Its total energy is -3854.00176 Eh.

Record 3
The following is a DFT calculation (ωB97M-V with the def2-TZVPD basis set) of C28H30MgN9O9 as an isolated structure.

Last column: Mulliken charge in e.
Geometry (Å):
1 C 2.692 3.002 0.546  -0.197
2 N 1.517 -5.754 2.240  0.018
3 H 1.012 6.293 -0.046  0.359
4 O 1.032 -0.386 0.792  -0.677
5 C 6.007 1.963 -2.516  -0.340
6 N -0.095 0.033 0.419  0.680
7 N -0.795 3.044 2.942  0.114
8 H -1.737 -2.494 -4.293  0.382
9 H -0.618 2.087 2.693  0.307
10 H 1.276 -6.725 2.304  0.182
11 H 2.974 2.032 0.929  0.480
12 C 0.064 4.071 3.226  -0.661
13 C -1.529 -4.943 -1.417  -0.796
14 C 0.809 -4.854 1.496  -0.735
15 C -4.544 -2.601 -0.415  -0.071
16 C 4.641 0.749 -1.004  -0.372
17 O -0.795 -0.763 -0.292  -0.766
18 C 1.375 -3.603 1.706  0.367
19 C -0.687 5.184 3.453  -0.298
20 H -6.227 -3.696 0.389  0.420
21 H -2.866 2.823 2.780  0.300
22 H -4.556 -0.437 2.681  0.419
23 C -2.069 4.857 3.362  -0.700
24 C -4.658 -1.012 1.775  -1.154
25 N -0.083 0.789 -3.604  0.873
26 C -5.545 -2.062 1.624  -0.072
27 O -0.520 1.123 0.808  -0.445
28 H -4.548 -3.167 -1.344  0.366
29 H -1.301 -5.534 -0.547  0.341
30 C 3.560 1.008 -1.835  -0.177
31 C -1.508 -3.552 -1.296  0.013
32 H 4.271 3.968 1.482  0.357
33 H -6.264 -2.272 2.413  0.353
34 O 0.060 1.938 -3.192  -0.495
35 H 2.592 0.607 -1.571  0.431
36 C 3.378 4.146 0.891  -0.564
37 N -3.664 -1.600 -0.362  0.350
38 C 5.907 1.213 -1.343  -0.429
39 O -4.108 2.488 -0.019  -0.673
40 C 3.771 1.899 -2.856  -0.064
41 H -3.009 -0.050 0.905  0.283
42 H 1.015 -2.714 1.206  0.611
43 O -3.111 0.992 -1.201  -0.456
44 H -0.320 6.172 3.689  0.400
45 H -2.889 5.517 3.575  0.410
46 O 0.732 0.220 -4.347  -0.652
47 C -1.521 -3.164 -3.471  -0.213
48 C 1.585 5.371 -0.016  -0.420
49 N -1.665 -2.599 -2.227  0.816
50 H 1.116 3.897 3.382  0.434
51 H 4.568 0.074 -0.158  0.442
52 N 4.968 2.420 -3.214  -0.656
53 C -1.404 -4.511 -3.725  -0.752
54 C -2.076 3.514 3.032  -0.275
55 H 1.230 2.277 -0.801  -0.116
56 C 2.459 -3.790 2.571  -1.028
57 H -1.344 -6.496 -2.954  0.413
58 H 3.161 -5.608 3.629  0.391
59 H 6.761 0.841 -0.795  0.386
60 H 3.141 -3.037 2.932  0.403
61 C -5.529 -2.887 0.528  -0.892
62 Mg -2.263 -0.800 -1.781  1.339
63 C -3.695 -0.877 0.774  0.072
64 H -0.120 -5.088 1.011  0.134
65 H -1.349 -4.763 -4.776  0.355
66 H 2.888 2.181 -3.422  0.492
67 H -1.423 -3.215 -0.266  0.314
68 O -1.108 0.104 -3.192  -0.593
69 C -1.478 -5.449 -2.715  -0.342
70 C 1.510 3.133 -0.201  0.650
71 N 0.947 4.294 -0.525  -0.439
72 C 2.800 5.400 0.660  -0.578
73 O -2.442 3.064 -1.281  -0.561
74 C 2.484 -5.108 2.959  -0.373
75 N -3.209 2.231 -0.856  0.821
76 H 3.353 6.311 0.829  0.427
77 H 7.018 2.282 -2.754  0.324

The total charge is -1. As for the largest force on an atom: 5.074 eV/A. Its total energy is -2454.81228 Eh.